(1)
A gas-phase ion, CHO3S2 (charge -1) at a distorted geometry. Source: the Open Molecules 2025 dataset; level of theory: ωB97M-V/def2-TZVPD.

Structure (XYZ):
```
7
Properties=species:S:1:pos:R:3:forces:R:3
C 0.8827 -0.4433 -0.2550 -0.1 0.3 -1.9
O -1.7926 -0.5527 0.1981 -1.0 -1.5 0.3
O -0.9068 1.3526 -0.9223 0.1 0.9 -0.7
O -0.3308 0.9586 1.4417 -0.5 0.2 -0.2
S 1.4770 -1.6343 0.6415 0.2 0.1 -0.2
S -0.7525 0.4153 0.1568 2.5 0.5 0.4
H 1.4232 -0.0962 -1.2607 -1.2 -0.5 2.2
```
Positions in Å, forces in eV/Å.

Computed properties:
**Energy relative to the best compared isomer or geometry (same formula, charge and spin)**: 0.00 kcal/mol
**E_tot**: -28866.92506 eV
**E_LUMO**: 3.4 eV
**Strongest force on any atom**: 2.6 eV Å⁻¹
**E_HOMO**: -0.17321 hartree
**Charge**: -1

=====

(2)
A molecular structure, C17H13ClFN3O4STi. Source: the Open Molecules 2025 dataset; level of theory: ωB97M-V/def2-TZVPD.

Structure (XYZ):
```
41
Properties=species:S:1:pos:R:3:forces:R:3
Ti -1.0442 0.5248 0.0454 -0.2 -0.1 -0.2
N 2.2736 1.0074 -2.3188 0.0 0.0 0.0
C 2.7460 -0.2069 -1.8095 0.0 0.0 0.0
C 3.9272 -0.9011 -2.0362 0.0 0.0 0.0
C 4.0552 -2.1062 -1.3773 0.0 0.0 0.0
C 3.0447 -2.6026 -0.5365 0.0 0.0 0.0
C 1.8749 -1.9050 -0.3153 0.0 0.0 0.0
C 1.7465 -0.6810 -0.9648 -0.1 0.0 0.0
N 0.7021 0.2615 -0.9652 0.0 -0.1 0.0
C 1.0727 1.2386 -1.8047 -0.1 0.0 0.0
C 0.1373 2.3251 -2.0515 0.1 0.0 0.0
C 0.1547 3.3760 -2.9082 0.1 0.0 0.0
S -1.3012 4.2531 -2.7805 -0.1 0.0 0.0
C -1.8618 3.1806 -1.6009 0.0 0.0 0.1
N -1.0183 2.2223 -1.3008 0.0 0.1 0.0
H 2.7622 1.5955 -2.9780 0.0 0.0 0.0
H 4.7005 -0.5283 -2.6935 0.0 0.0 0.0
H 4.9534 -2.6906 -1.5202 0.0 0.0 0.0
H 3.1877 -3.5632 -0.0611 0.0 0.0 0.0
H 1.0834 -2.3031 0.3053 0.0 0.0 0.0
H 0.9230 3.6725 -3.6049 0.0 0.0 0.0
H -2.8347 3.2813 -1.1411 0.0 0.0 0.0
O -3.1640 -1.7686 -1.7526 0.1 0.1 0.1
Cl -2.9993 -1.2708 -0.4584 -0.1 -0.4 -0.1
O -3.9611 -1.6676 0.4747 0.1 0.1 -0.1
O -2.9415 0.2682 -0.5107 0.3 0.1 0.0
O -1.6056 -1.5252 0.0559 -0.3 0.3 0.0
F -1.9351 -3.0944 3.7900 0.0 0.0 0.0
C -1.6254 -1.9162 3.2950 0.0 0.0 0.1
C -2.6295 -0.9579 3.1753 0.0 0.0 0.0
C -2.3053 0.2722 2.6480 0.0 -0.1 0.1
C -0.9733 0.5756 2.2779 0.2 0.0 0.1
C -0.6612 1.8138 1.5722 0.0 0.0 0.2
C 0.0131 -0.4359 2.4110 0.0 0.1 0.0
C -0.3094 -1.6758 2.9230 0.0 0.0 0.0
H -3.6362 -1.1963 3.4901 0.0 0.0 0.0
H -3.0732 1.0303 2.5457 0.0 0.0 0.0
H 0.3861 2.1128 1.5693 0.0 0.0 0.0
H -1.3415 2.6523 1.6949 -0.1 0.0 0.0
H 1.0450 -0.2161 2.1554 0.0 0.0 0.0
H 0.4323 -2.4510 3.0613 0.0 0.0 0.0
```
Positions in Å, forces in eV/Å.

Computed properties:
**Energy relative to the best compared isomer or geometry (same formula, charge and spin)**: 0.00 kcal/mol
**E_tot**: -79670.29586 eV
**E_LUMO**: -8.1 eV
**Strongest force on any atom**: 0.4 eV Å⁻¹
**E_HOMO**: -0.56024 hartree
**Charge**: +2

=====

(3)
A gas-phase ion, C8H17BrN (charge +1) at a distorted geometry. Source: the Open Molecules 2025 dataset; level of theory: ωB97M-V/def2-TZVPD.

Structure (XYZ):
```
27
Properties=species:S:1:pos:R:3:forces:R:3
C 1.4237 -1.8307 0.2989 -0.7 1.3 -3.5
C -0.0348 -1.5128 -0.2050 -0.3 -0.5 1.5
C 2.0156 -0.4874 0.6878 -2.1 2.5 -3.7
C 0.7862 0.6974 0.0926 0.8 -0.9 0.3
C 0.7324 1.9464 0.9264 -0.5 0.8 -1.4
C 0.8622 1.1252 -1.4214 -4.1 -1.0 1.8
C -2.9265 -0.5532 0.1196 1.8 0.0 2.6
C -1.6840 0.2778 -0.3171 -0.3 -0.3 -2.0
N -0.4194 -0.2068 0.3825 -0.5 0.9 -3.8
Br 3.7822 0.0666 0.0272 -1.0 -0.6 0.6
H 1.5305 -2.4793 1.0968 -0.2 -1.6 1.4
H 1.8751 -2.2461 -0.6118 0.4 -0.1 0.6
H -0.1330 -1.3955 -1.2674 0.6 0.0 -0.5
H -0.9059 -2.1164 0.0449 0.9 -1.0 0.3
H 1.9078 -0.4555 1.7146 0.6 0.8 2.2
H 0.1795 1.7076 1.7743 -1.0 0.1 1.8
H 0.4022 2.9426 0.4675 0.2 -1.8 0.4
H 1.7171 2.0736 1.2198 2.0 0.8 0.9
H 1.8124 0.9654 -1.6442 4.4 0.0 -1.4
H 0.4944 2.1493 -1.5992 0.4 -0.6 0.2
H 0.3103 0.4313 -2.0680 0.1 0.3 0.1
H -2.6310 -1.6590 0.1689 -1.0 1.6 -0.2
H -3.4082 -0.2255 1.0977 1.0 -0.5 -1.0
H -3.6388 -0.3243 -0.5946 -1.6 -0.2 -1.5
H -1.7012 1.3873 -0.2195 -0.4 -0.9 0.3
H -1.5963 0.0777 -1.4753 0.2 0.4 2.4
H -0.7523 -0.3558 1.3040 0.6 0.3 1.7
```
Positions in Å, forces in eV/Å.

Computed properties:
**Energy relative to the best compared isomer or geometry (same formula, charge and spin)**: 0.00 kcal/mol
**E_tot**: -80095.91228 eV
**E_LUMO**: -2.8 eV
**Strongest force on any atom**: 4.9 eV Å⁻¹
**E_HOMO**: -0.50532 hartree
**Charge**: +1

=====

(4)
4 unconnected molecules or ions with the total composition C20H57N11O4P3 at a distorted geometry. Source: the Open Molecules 2025 dataset; level of theory: ωB97M-V/def2-TZVPD.

Structure (XYZ):
```
95
Properties=species:S:1:pos:R:3:forces:R:3
C -1.5708 0.6332 6.7115 0.7 -0.3 0.2
N -2.1083 -0.4722 7.4598 -1.7 0.6 -0.3
N -0.9768 -1.2793 7.9854 0.5 -1.3 0.2
C -0.6155 -0.7003 8.9861 0.9 1.4 -0.9
O -0.0995 0.0256 9.7668 -0.3 -0.4 0.9
H -2.4165 1.2283 6.3503 -0.1 -0.1 0.0
H -0.9354 1.3417 7.3036 0.0 0.0 -0.1
H -0.9588 0.3275 5.8357 -0.1 0.2 0.1
O -0.2672 0.1585 3.5308 -1.9 3.2 -0.1
P -0.4440 0.4082 2.0578 3.6 -5.9 -1.8
N -1.2981 -1.0542 1.6830 -0.5 0.2 0.0
C -1.4312 -1.6661 0.3787 0.0 0.3 -0.4
C -2.5319 -1.2627 2.4388 0.1 0.1 0.5
N 1.2269 0.2400 1.6172 0.4 0.4 -0.2
C 1.7057 -0.9143 0.8855 -0.3 0.0 -0.4
C 2.1952 0.6273 2.6364 -0.2 0.0 0.2
N -0.7850 1.1287 0.4863 -0.9 2.3 1.8
C 0.1442 2.1695 0.0014 0.4 0.0 -0.3
C -2.1271 1.7630 0.4990 -0.4 -0.5 -0.2
H -2.1467 -1.1429 -0.2756 0.0 0.0 0.0
H -1.7872 -2.6946 0.4930 -0.1 0.1 0.2
H -0.4874 -1.7418 -0.1529 0.0 0.2 0.0
H -3.3928 -0.7679 1.9622 0.0 -0.1 -0.1
H -2.4468 -0.8783 3.4548 0.1 0.0 0.0
H -2.7551 -2.3292 2.5221 0.0 0.0 -0.1
H 1.4677 -1.8543 1.3937 0.1 -0.1 -0.1
H 2.7885 -0.8729 0.7499 0.0 0.1 0.2
H 1.3036 -0.9296 -0.1321 -0.1 -0.1 0.1
H 2.3537 -0.1596 3.3822 0.0 0.1 0.1
H 1.8703 1.5265 3.1578 0.0 -0.1 0.1
H 3.1561 0.8639 2.1681 -0.1 -0.1 -0.2
H 0.3184 2.9454 0.7511 0.0 0.1 -0.1
H -0.2571 2.6461 -0.8968 -0.3 0.0 0.2
H 1.1006 1.7503 -0.2947 0.0 -0.2 0.3
H -2.1744 2.5994 1.2025 0.0 0.1 -0.1
H -2.8979 1.0425 0.7815 0.1 -0.1 0.1
H -2.3869 2.1273 -0.4955 0.1 0.0 0.0
O -0.7205 5.1416 -2.2599 0.1 3.1 2.0
P -1.0574 6.1331 -3.3440 -0.8 -5.0 -5.1
N -2.6289 5.5290 -3.7409 -0.2 0.4 0.5
C -3.3553 5.7560 -4.9743 0.0 0.5 -0.3
C -3.5789 5.4832 -2.6317 0.2 -0.3 0.4
N 0.1041 5.5597 -4.4999 0.5 0.1 -0.1
C -0.2897 4.8389 -5.6933 -0.3 0.3 -0.3
C 1.3178 4.9721 -3.9400 -0.1 0.0 0.3
N -1.2681 7.6026 -4.2859 1.0 1.3 2.7
C -0.0453 8.2753 -4.7743 0.2 0.0 -0.3
C -2.0003 8.6222 -3.4894 -0.6 -0.1 -0.1
H -3.7832 6.7669 -5.0453 0.0 0.0 0.0
H -4.1836 5.0465 -5.0448 0.0 0.0 0.2
H -2.7512 5.5869 -5.8592 0.1 0.1 0.1
H -4.1025 6.4414 -2.5002 -0.1 -0.1 -0.1
H -3.0822 5.2450 -1.6927 0.1 0.0 -0.1
H -4.3283 4.7067 -2.8007 0.0 0.0 -0.1
H -0.8906 3.9488 -5.4666 0.0 0.0 -0.1
H 0.5902 4.5190 -6.2549 0.1 0.0 0.2
H -0.8364 5.4879 -6.3824 -0.1 -0.1 0.1
H 1.1733 3.9308 -3.6309 0.1 0.0 0.1
H 1.6587 5.5378 -3.0745 -0.1 -0.1 0.1
H 2.1249 5.0083 -4.6770 -0.1 0.0 -0.1
H 0.6850 8.4353 -3.9778 0.1 0.1 -0.1
H -0.3041 9.2459 -5.2037 -0.2 0.0 0.2
H 0.4270 7.7136 -5.5730 0.0 -0.2 0.2
H -1.4292 8.9391 -2.6127 0.0 0.2 -0.1
H -2.9598 8.2335 -3.1429 0.1 -0.1 0.0
H -2.2197 9.4979 -4.0993 0.1 0.0 -0.1
O 2.6168 -4.2479 0.8041 -1.7 0.6 -3.3
P 2.0874 -5.6381 0.5578 2.5 -2.6 6.2
N 1.1039 -5.7734 1.9688 -0.5 0.3 -0.4
C 0.6289 -7.0004 2.5770 -0.1 -0.5 -0.3
C 0.0743 -4.7407 2.1202 0.2 0.4 0.0
N 3.5962 -6.4662 0.8061 0.5 -0.2 -0.3
C 3.8418 -7.2801 1.9796 -0.4 -0.4 0.0
C 4.7960 -5.7123 0.4624 -0.1 0.3 -0.1
N 1.4184 -7.0881 -0.1829 -0.2 2.0 -2.4
C 2.2574 -7.7921 -1.1749 0.3 -0.3 0.0
C 0.1483 -6.7643 -0.8822 -0.4 0.0 0.5
H -0.1974 -7.4677 2.0207 0.0 0.0 0.0
H 0.2641 -6.7883 3.5842 0.0 0.2 -0.1
H 1.4100 -7.7433 2.7003 0.0 0.0 -0.2
H -0.8505 -5.0058 1.5857 0.0 -0.1 0.1
H 0.4128 -3.7792 1.7399 0.1 -0.1 0.0
H -0.1709 -4.5940 3.1731 0.0 -0.1 0.0
H 3.6939 -6.7242 2.9138 0.0 -0.1 0.1
H 4.8646 -7.6638 1.9720 0.1 0.2 -0.1
H 3.2115 -8.1729 1.9776 -0.1 0.1 0.1
H 5.0942 -5.0175 1.2559 0.0 0.1 -0.1
H 4.6447 -5.1384 -0.4508 0.0 0.1 0.1
H 5.6265 -6.3982 0.2691 -0.1 -0.1 0.1
H 2.6453 -7.1175 -1.9425 0.0 -0.1 -0.1
H 1.6721 -8.5727 -1.6672 -0.2 0.2 0.0
H 3.0919 -8.2999 -0.7030 0.1 0.2 0.1
H 0.3089 -6.0783 -1.7190 -0.1 -0.1 -0.1
H -0.5664 -6.3005 -0.1997 0.1 0.1 0.1
H -0.3225 -7.6720 -1.2592 0.1 -0.1 0.0
```
Positions in Å, forces in eV/Å.

Computed properties:
**E_tot**: -74106.16242 eV
**E_LUMO**: 1.1 eV
**Strongest force on any atom**: 7.2 eV Å⁻¹
**E_HOMO**: -0.03929 hartree
**Charge**: -1

=====

(5)
A molecular structure, C31H23HgN8O3SSe3. Source: the Open Molecules 2025 dataset; level of theory: ωB97M-V/def2-TZVPD.

Structure (XYZ):
```
70
Properties=species:S:1:pos:R:3:forces:R:3
Hg 0.2023 -0.3110 0.4784 0.0 0.2 0.3
C 0.8942 -4.9068 0.9826 0.0 0.0 0.0
O -0.3242 -5.3804 0.4180 0.0 0.0 -0.2
C -1.4501 -4.5940 0.3613 -0.1 0.0 0.1
C -2.6174 -5.2748 0.1233 0.0 0.0 0.0
C -3.8515 -4.6135 0.0430 0.0 0.0 0.0
C -3.8736 -3.2547 0.2258 0.0 0.0 0.0
C -2.6996 -2.5107 0.4563 0.0 0.0 0.0
C -2.9257 -1.0948 0.6811 0.0 0.0 0.1
N -2.0923 -0.1368 0.8638 0.1 0.2 -0.1
N -2.7015 1.0741 1.1781 0.1 0.0 0.0
C -1.8770 2.0964 1.2662 0.1 -0.2 -0.2
O -0.6332 2.1556 1.0337 0.0 -0.3 0.0
C -2.5473 3.3743 1.7125 0.0 0.0 0.0
C -3.9177 3.4518 1.9507 0.0 0.0 0.0
C -4.4905 4.6378 2.3836 0.0 0.0 0.0
C -3.7028 5.7661 2.5858 0.0 0.0 0.0
C -2.3376 5.6965 2.3454 0.0 0.0 0.0
C -1.7656 4.5072 1.9127 0.0 0.0 0.0
C -1.4239 -3.1571 0.4945 0.0 0.1 0.0
O -0.3080 -2.5619 0.6448 -0.1 0.0 0.0
H 1.5083 -5.8027 1.0988 0.0 0.0 0.0
H 0.7428 -4.4358 1.9537 0.0 0.0 0.0
H 1.3924 -4.1936 0.3301 0.0 0.0 0.0
H -2.5525 -6.3505 0.0006 0.0 0.0 0.0
H -4.7617 -5.1703 -0.1416 0.0 0.0 0.0
H -4.8165 -2.7178 0.1938 0.0 0.0 0.0
H -3.9800 -0.8076 0.7421 0.0 0.0 0.0
H -4.5129 2.5635 1.7871 0.0 0.0 0.0
H -5.5581 4.6848 2.5672 0.0 0.0 0.0
H -4.1498 6.6884 2.9388 0.0 0.0 0.0
H -1.7153 6.5710 2.4964 0.0 0.0 0.0
H -0.7015 4.4256 1.7279 0.0 0.0 0.0
Se 1.2339 2.6900 -1.1697 0.0 0.3 -0.2
Se 2.5641 2.4091 -3.0551 0.1 0.0 0.1
C 3.3111 0.6980 -2.5807 0.0 0.0 -0.1
C 3.6957 -0.1722 -3.5937 0.0 0.1 0.0
C 4.2118 -1.3999 -3.2249 0.1 0.0 0.0
C 4.3308 -1.7102 -1.8784 0.0 0.0 0.0
C 3.9464 -0.7559 -0.9510 0.0 0.0 0.0
N 3.4573 0.4317 -1.2969 0.0 0.0 0.1
C -0.4784 2.7666 -2.0543 -0.1 -0.1 0.0
C -1.4267 3.6345 -1.5216 0.0 0.0 0.0
C -2.7229 3.5461 -1.9938 0.0 0.0 0.0
C -3.0058 2.6476 -3.0130 0.0 0.0 0.0
C -1.9639 1.8916 -3.5279 -0.1 0.0 0.0
N -0.7236 1.9407 -3.0529 0.1 0.0 0.0
H 3.5405 0.0876 -4.6314 -0.1 0.0 0.0
H 4.4832 -2.1246 -3.9822 0.0 0.0 0.0
H 4.6908 -2.6764 -1.5521 0.0 0.0 0.0
H 4.0293 -0.9397 0.1153 0.0 0.0 0.0
H -1.1540 4.3242 -0.7373 0.0 0.0 0.1
H -3.5013 4.1624 -1.5601 0.0 0.0 0.0
H -4.0114 2.5296 -3.3947 0.0 0.0 0.0
H -2.1262 1.1973 -4.3455 0.0 0.0 0.0
Se 1.4527 -2.4481 4.8145 0.0 0.0 0.0
N 3.0224 -1.5616 4.9921 0.0 0.0 0.0
C 3.0642 -0.7007 3.9782 0.0 0.0 0.0
C 4.0876 0.2287 3.7357 0.0 0.0 0.0
C 3.9604 1.0813 2.6398 0.0 0.0 0.0
C 2.8687 0.9829 1.7967 0.0 0.1 -0.1
N 1.8791 0.0910 1.9568 -0.2 -0.2 -0.1
C 1.9235 -0.7239 3.0515 0.0 0.0 0.1
N 0.9525 -1.5626 3.3272 0.0 0.0 0.0
H 4.9404 0.2751 4.4010 0.0 0.0 0.0
H 4.7140 1.8286 2.4270 0.0 0.0 0.0
H 2.7858 1.6297 0.9370 0.0 0.0 0.0
S 0.6966 -1.7014 -4.3507 -0.1 0.1 0.0
C 0.5050 -1.1246 -2.8220 0.0 -0.1 0.0
N 0.3617 -0.7228 -1.7383 0.2 0.1 0.0
```
Positions in Å, forces in eV/Å.

Computed properties:
**Expectation value of S²**: 0.7806
**E_tot**: -261632.94383 eV
**E_LUMO (spin up / spin down)**: 4.1 / 4.1 eV
**Strongest force on any atom**: 0.4 eV Å⁻¹
**E_HOMO (spin up / spin down)**: -0.03739 / -0.06742 hartree
**Charge**: -2
**Multiplicity**: 2

=====

(6)
A single C11H24O3Si molecule at a distorted geometry. Source: the Open Molecules 2025 dataset; level of theory: ωB97M-V/def2-TZVPD.

Structure (XYZ):
```
39
Properties=species:S:1:pos:R:3:forces:R:3
O -0.4910 -1.1746 -0.6370 1.1 0.2 0.5
O -1.1625 1.0264 0.7178 0.6 0.0 0.3
O 1.4818 0.3045 0.6253 -1.8 -0.5 0.2
C 0.6571 -1.2835 3.1085 0.6 -0.6 1.3
C -0.3355 -1.2220 2.2585 -0.6 0.5 -1.4
C -2.2120 -2.7912 -1.3411 0.2 0.7 0.2
C -1.7320 -0.7039 -2.6644 0.7 0.3 0.4
C 0.1461 2.5833 2.1024 -0.6 0.2 0.1
C -1.4509 3.3660 0.3063 -1.1 -0.5 0.1
C 2.4332 0.4905 -1.5529 0.0 0.1 -0.2
C 2.3964 -1.7717 -0.2848 0.1 0.8 0.2
C -1.7430 -1.3063 -1.2627 -1.3 -0.6 -0.1
C -0.4897 2.2904 0.7444 0.8 0.8 -0.4
C 2.4956 -0.2266 -0.2075 1.2 -0.4 0.4
Si -0.1102 -0.2384 0.6995 0.3 -1.0 -0.7
H 0.5777 -1.7122 4.1035 -0.1 -0.2 -0.1
H 1.6415 -0.9379 2.8508 0.2 0.4 -0.1
H -1.3138 -1.6523 2.4491 0.0 0.1 0.4
H -2.3167 -3.1912 -0.3370 0.3 -0.3 0.1
H -3.2089 -2.8782 -1.7761 0.0 0.3 -0.2
H -1.5412 -3.3944 -1.9626 0.1 0.1 0.3
H -1.4901 0.3594 -2.5831 0.0 0.0 -0.2
H -2.6899 -0.8139 -3.1624 -0.1 0.0 0.0
H -0.9532 -1.1793 -3.2774 -0.2 0.0 0.2
H -0.6322 2.6863 2.8656 0.0 -0.1 0.0
H 0.8407 1.8070 2.3878 0.1 -0.3 0.1
H 0.7069 3.5194 2.1015 0.0 0.0 -0.3
H -2.2806 3.4455 1.0314 0.4 0.1 -0.1
H -0.9767 4.3335 0.2006 0.2 0.1 0.0
H -1.9259 3.0663 -0.6386 0.3 0.2 0.1
H 3.3306 0.3924 -2.1888 -0.3 -0.2 0.4
H 2.2715 1.5637 -1.3810 0.1 -0.2 0.0
H 1.5659 0.1157 -2.1071 0.1 0.0 0.0
H 1.4921 -2.0377 -0.8439 0.3 -0.2 0.2
H 3.2736 -2.1224 -0.8186 0.1 -0.3 0.0
H 2.3788 -2.2040 0.7409 0.0 0.2 -0.7
H -2.4271 -0.7604 -0.6028 -0.5 0.0 -0.5
H 0.3376 2.2184 0.0123 -0.4 0.3 0.2
H 3.4558 0.0334 0.3237 -0.8 -0.2 -0.6
```
Positions in Å, forces in eV/Å.

Computed properties:
**E_tot**: -25819.50971 eV
**E_LUMO**: 0.9 eV
**Strongest force on any atom**: 1.9 eV Å⁻¹
**E_HOMO**: -0.36192 hartree